ORCA calculation (ωB97M-V with the def2-TZVPD basis set) on 12 unconnected molecules or ions with the total composition C48H84N12 in a non-equilibrium geometry.

```
144
Properties=species:S:1:pos:R:3:forces:R:3
C -4.30203 -7.82493 16.47227 -1.1 -0.6 0.0
C -4.68648 -7.27588 15.09508 2.1 0.4 0.1
C -5.49922 -8.24743 14.31591 0.8 -1.4 -2.4
C -4.66276 -9.43256 13.92257 1.0 -1.0 -0.3
N -3.99926 -10.34997 13.64544 -1.2 1.8 0.4
H -5.26865 -8.19072 16.90672 0.9 0.2 0.1
H -3.87541 -7.09155 17.15017 0.1 0.1 -0.1
H -3.62372 -8.69176 16.40096 -0.2 0.4 0.0
H -3.78415 -7.00297 14.48689 -0.6 -0.3 0.5
H -5.21976 -6.35727 15.15388 -0.7 0.8 0.4
H -5.80145 -7.80612 13.32203 -0.2 -0.4 1.2
H -6.30173 -8.71858 14.85952 -0.7 0.4 0.2
C -4.95537 -14.21428 25.17398 0.7 0.4 0.1
C -4.68219 -12.85513 25.85992 -0.9 0.1 -0.2
C -5.62360 -11.71175 25.39877 -0.5 -0.3 0.0
C -7.01153 -11.70110 25.94130 1.0 0.0 -0.5
N -8.09472 -11.48413 26.24360 -0.4 -0.2 0.3
H -5.83948 -14.75201 25.46801 -0.6 0.3 0.6
H -4.14427 -14.90529 25.39043 0.2 0.0 -0.1
H -5.04754 -14.13233 24.09356 0.3 0.2 -0.2
H -3.64151 -12.51521 25.76198 -0.3 -0.2 -0.5
H -4.83458 -12.90948 26.92926 0.0 -0.4 0.4
H -5.78122 -11.69556 24.30849 0.4 0.1 0.2
H -5.22057 -10.76487 25.75144 0.2 0.2 -0.3
C 2.88711 -13.03843 22.81281 0.1 -1.6 -0.6
C 1.94768 -12.26389 21.93395 -0.6 0.4 -1.7
C 0.92758 -11.42251 22.71780 -0.2 0.0 1.1
C 1.55945 -10.23561 23.31965 0.9 1.1 0.3
N 2.11922 -9.33670 23.79941 -0.9 -1.2 -0.7
H 2.42523 -13.79885 23.49058 0.0 0.7 -0.5
H 3.41469 -12.32768 23.40410 0.8 0.3 0.6
H 3.58102 -13.61794 22.15583 -0.2 0.6 0.7
H 1.35587 -12.89641 21.24187 0.3 0.0 0.5
H 2.55209 -11.61314 21.22240 -0.7 -0.5 1.0
H 0.53048 -11.97764 23.61848 0.3 0.2 -1.1
H 0.04505 -11.10269 22.14478 0.4 -0.1 0.0
C -3.08653 -13.62264 15.71792 -0.5 -0.1 0.3
C -4.45222 -13.06889 15.16547 1.0 -1.1 -0.6
C -4.65430 -13.41922 13.66451 -1.3 -1.2 0.1
C -5.34125 -14.76074 13.42580 0.3 0.7 0.2
N -5.98574 -15.69826 13.22854 0.5 0.5 0.2
H -2.82514 -13.29432 16.74317 -0.4 0.2 -0.5
H -2.19059 -13.39357 15.09847 -0.8 -0.1 0.1
H -3.20388 -14.70823 15.83371 0.3 0.1 -0.3
H -4.50410 -12.00878 15.19028 0.1 0.8 0.4
H -5.30333 -13.47619 15.70924 0.1 0.0 0.3
H -3.72795 -13.38666 13.11567 0.3 0.0 -0.2
H -5.35026 -12.71490 13.18514 0.3 0.0 0.2
C -5.94611 -17.47711 24.44642 -0.7 0.2 -0.8
C -6.24021 -18.30100 23.13566 1.1 -0.2 0.7
C -6.70897 -17.51893 21.86729 -0.4 1.3 1.7
C -5.76776 -16.45445 21.46263 2.0 0.6 -0.7
N -4.88864 -15.75799 21.13140 -2.2 -1.1 0.7
H -5.40327 -18.06763 25.20529 -0.2 0.1 -0.6
H -6.92716 -17.18574 24.91262 1.0 0.1 -0.4
H -5.31820 -16.59693 24.18735 -0.5 -0.5 0.3
H -7.07378 -18.95080 23.35378 -0.1 -0.5 0.1
H -5.33635 -18.94681 22.95573 -0.9 0.7 -0.3
H -7.69593 -17.04002 22.11110 0.8 -0.3 -0.2
H -6.88311 -18.17444 21.04025 0.1 -0.4 -0.5
C -0.20018 -9.50554 17.41662 0.9 -0.9 -1.2
C 0.82415 -8.69787 18.22252 -0.9 -0.6 0.7
C 1.55793 -9.56724 19.23726 0.1 0.3 0.2
C 2.58713 -10.36983 18.59280 1.5 -1.1 -0.6
N 3.51029 -10.87746 18.10037 -1.5 0.5 0.6
H -0.63282 -8.91279 16.61842 -0.2 0.3 0.0
H -1.00909 -9.97959 17.96793 0.1 0.2 0.4
H 0.30566 -10.35567 16.85283 -0.4 0.9 0.8
H 0.36215 -7.95005 18.85701 -0.4 0.4 -0.3
H 1.53081 -8.20722 17.59447 0.5 0.4 -0.6
H 0.78190 -10.13840 19.75910 0.5 -0.3 0.0
H 2.11205 -8.94026 19.95484 -0.3 -0.2 0.0
C 1.00110 -14.38914 17.68038 -0.5 -0.5 1.4
C 2.27018 -14.93893 17.10924 0.6 -0.7 -0.1
C 2.96953 -15.87142 18.13788 -0.2 0.1 -0.3
C 2.14374 -17.02375 18.46348 -0.7 -1.1 -0.2
N 1.49521 -17.96333 18.63783 0.4 0.7 0.0
H 1.21501 -13.86651 18.64466 -0.1 0.3 -1.0
H 0.34823 -15.20096 18.04396 -0.1 0.1 -0.6
H 0.48785 -13.78380 16.93824 -0.2 0.2 0.4
H 2.88947 -14.07783 16.86070 0.4 -0.3 0.0
H 2.08975 -15.52345 16.18648 0.1 0.3 0.4
H 3.13772 -15.37116 19.07194 0.1 0.6 0.5
H 3.93701 -16.26922 17.85080 0.2 0.1 -0.4
C -2.11396 -14.10439 23.07389 -0.3 -0.3 1.1
C -1.10276 -14.44667 21.98928 1.4 0.9 0.6
C -1.60055 -15.59163 21.18113 0.8 -1.5 -1.9
C -1.60463 -16.83843 21.94225 -0.3 0.5 0.1
N -1.60336 -17.77172 22.60376 0.0 -0.5 0.3
H -2.40054 -14.95160 23.74925 0.5 0.2 -0.8
H -3.03315 -13.83108 22.56588 -0.2 0.3 0.2
H -1.82165 -13.32084 23.79798 0.0 0.0 -0.8
H -0.13396 -14.78280 22.41425 -0.3 0.5 0.0
H -0.88924 -13.56709 21.31446 -0.3 -0.9 0.8
H -0.97804 -15.83433 20.26952 -0.4 0.6 0.8
H -2.59436 -15.41953 20.81642 -0.6 0.0 -0.1
C -4.12565 -10.43170 20.77577 0.2 0.9 -1.7
C -4.28959 -11.93290 20.80764 0.2 -0.2 -0.3
C -3.68179 -12.74990 19.64601 0.7 0.1 -0.2
C -2.29385 -12.41411 19.37540 1.0 0.2 0.1
N -1.16507 -12.22545 19.23398 -0.4 0.1 0.0
H -4.69796 -9.87198 21.55805 0.5 -0.8 -0.7
H -4.42425 -10.10071 19.75618 -0.3 0.2 0.6
H -3.06907 -10.13663 20.79490 -0.1 -0.1 0.5
H -5.32839 -12.16542 20.73622 -0.8 -0.1 0.6
H -3.87740 -12.23460 21.74104 0.1 -0.7 0.8
H -4.20710 -12.54700 18.71984 -0.4 0.1 -0.2
H -3.63451 -13.85362 19.74813 -0.7 0.6 0.4
C -7.21483 -7.29606 21.96325 -0.8 0.4 -0.9
C -8.50515 -7.89765 22.51267 0.0 -0.6 1.4
C -9.05961 -9.09665 21.76953 -0.1 -1.0 -1.6
C -8.09492 -10.20967 21.75725 -0.1 0.4 0.2
N -7.33370 -11.05518 21.89914 0.1 -0.3 -0.1
H -7.38783 -6.84618 20.96340 0.1 -0.3 0.4
H -6.39820 -8.00437 21.87730 0.0 -0.2 0.1
H -6.91509 -6.47889 22.60087 0.2 0.2 0.3
H -9.29634 -7.16377 22.63760 0.0 0.3 -0.3
H -8.32563 -8.26657 23.54411 0.1 0.3 -0.4
H -9.34506 -8.89069 20.72068 0.5 0.2 0.3
H -9.97032 -9.57719 22.13303 -0.1 0.5 0.7
C -1.71922 -7.74149 26.30038 0.5 0.6 1.1
C -1.62192 -9.21571 26.65916 1.3 -0.4 -0.5
C -0.72788 -9.90852 25.56493 -1.6 0.0 0.6
C -1.58801 -10.22970 24.42881 -2.8 -2.2 -4.1
N -2.27401 -10.60031 23.51833 2.9 1.8 4.0
H -0.70327 -7.28148 26.22619 -0.7 -0.4 0.2
H -2.30120 -7.14041 27.02940 0.3 -0.4 -0.4
H -2.16565 -7.65296 25.32824 -0.4 0.2 -0.5
H -2.56552 -9.73575 26.68344 -0.6 0.1 -0.2
H -1.18294 -9.45149 27.62951 0.2 0.5 0.0
H -0.30583 -10.82722 25.95700 0.2 -0.2 -0.1
H 0.04415 -9.27253 25.18646 0.6 0.4 0.2
C -9.43225 -14.32444 17.92701 -0.2 -2.1 2.0
C -8.04439 -14.53034 18.54146 1.2 1.2 -0.1
C -7.60804 -13.27052 19.31621 0.9 0.7 -0.5
C -7.44359 -12.02036 18.52325 -0.2 -2.4 1.0
N -7.31946 -11.07859 17.90273 0.2 1.6 -1.0
H -9.70995 -15.29586 17.48271 -0.3 0.7 -0.2
H -9.58451 -13.48831 17.29619 0.4 0.6 -1.0
H -10.11470 -14.15462 18.79330 0.2 -0.2 -0.6
H -7.21783 -14.79587 17.83343 -0.9 0.2 0.3
H -8.00987 -15.28836 19.32843 -0.4 -0.3 -0.3
H -6.66868 -13.42665 19.85989 -0.1 -0.1 -0.2
H -8.30164 -13.00407 20.08262 -0.8 0.0 0.6
```
Positions in Å, forces in eV/Å.

Summary:
HOMO-LUMO gap   0.4209 hartree
ΔE to the lowest compared entry with this formula, charge and spin   243.9 kJ/mol
E_tot   -2536.29164 Eh
Structure (SMILES)   CCCC#N.CCCC#N.CCCC#N.CCCC#N.CCCC#N.CCCC#N.CCCC#N.CCCC#N.CCCC#N.CCCC#N.CCCC#N.CCCC#N

Results of the Löwdin charge analysis, in e, for atoms 1 through 2: C -0.10; C -0.29


ORCA calculation (ωB97M-V with the def2-TZVPD basis set) on a molecular structure, C48H84NbO12Si in a non-equilibrium geometry.

```
146
Properties=species:S:1:pos:R:3:forces:R:3
C 4.49403 -2.55970 -2.25940 -1.9 1.5 -1.7
C 3.32354 -1.87629 -2.75203 1.8 -2.6 0.8
Nb 1.71798 -1.07067 -1.30108 3.0 0.2 1.3
C 0.66186 0.04941 -3.00956 -0.5 -0.4 -0.2
C -0.72553 0.65266 -2.47419 -0.3 0.2 -1.6
C -1.62024 1.36224 -3.64494 -0.1 -0.8 0.8
C -3.16268 1.17085 -3.17678 1.0 1.2 0.4
C -4.13725 2.35781 -3.64246 -1.0 -0.8 1.0
C -5.66090 1.81097 -3.41265 1.4 -0.4 0.6
C -6.12668 1.92390 -1.86735 -1.3 -0.5 -0.8
C -7.70327 1.48966 -1.86103 1.0 -0.6 -0.3
C -8.13692 0.68024 -0.54336 -1.8 0.6 0.0
C -9.17222 1.59456 0.33546 1.1 -0.2 0.8
C -8.57453 1.90556 1.80840 0.0 -0.4 -0.3
C -9.18248 0.89133 2.89088 0.2 0.8 0.6
C 2.90764 0.83705 -0.92935 0.8 1.0 -0.7
C 4.47204 0.74552 -1.32300 -1.4 0.5 -1.0
O 5.03798 2.08201 -1.05289 1.3 -1.1 2.0
Si 5.85758 2.14380 0.46709 -0.6 1.2 -0.3
C 5.23496 0.90958 1.78574 0.2 -0.6 1.0
C 5.52304 3.92099 1.18606 0.1 0.7 -0.5
C 7.75017 1.99063 0.23114 0.8 -0.3 -0.6
O 2.74967 -2.06910 0.22459 -2.0 -0.4 -1.3
C 2.21899 -3.38129 0.51586 0.6 -1.0 1.1
C 1.26692 -3.43445 1.82017 0.1 -0.3 0.7
C 2.04105 -4.00486 3.13900 -1.3 1.2 -0.3
C 0.10822 -0.55222 0.22326 -4.0 0.3 3.0
C 0.12427 0.67300 1.17321 -2.8 -2.0 0.7
C -1.00337 0.94171 2.23901 0.0 -3.1 -2.2
C -2.20030 -0.03311 2.39284 3.1 -0.1 -2.6
C -2.26553 -1.25366 1.43656 2.8 1.9 -0.4
C -1.13987 -1.51285 0.38070 -0.1 3.0 2.6
H 5.45213 -2.50089 -2.88866 -1.4 -0.6 0.9
H 4.52439 -3.14497 -1.28514 0.0 1.4 -1.1
H 3.27882 -1.74149 -3.88722 0.5 0.5 1.5
H 0.72016 -2.51862 -1.76242 -0.7 -0.1 -0.4
H 0.39410 -0.74152 -3.81062 0.4 1.2 1.0
H 1.36406 0.81757 -3.49272 -1.1 -0.8 0.6
H -1.37510 -0.23526 -2.11841 1.2 1.5 -0.2
H -0.59087 1.44150 -1.65979 -0.2 -1.3 -0.8
H -1.41992 0.80149 -4.63490 -0.4 1.0 1.4
H -1.33463 2.47574 -3.75351 -0.5 -1.7 0.1
H -3.52578 0.11983 -3.44352 0.4 1.5 0.1
H -3.12936 1.21451 -2.02059 -0.2 -0.2 -1.8
H -3.97441 2.71071 -4.71622 -0.1 -0.6 1.4
H -3.98161 3.23537 -2.90566 -0.1 -1.2 -1.4
H -5.59262 0.67857 -3.62271 -0.5 1.9 0.1
H -6.40392 2.26648 -4.14764 0.8 -0.5 1.2
H -6.01802 2.99114 -1.44627 0.0 -1.6 -0.6
H -5.58959 1.16990 -1.18423 -0.4 1.3 -1.2
H -8.29661 2.44436 -2.05592 0.5 -1.4 0.5
H -7.90481 0.79343 -2.75823 0.5 1.2 1.2
H -8.75539 -0.25544 -0.82842 1.2 1.4 0.2
H -7.26351 0.32514 0.10585 -1.1 0.7 -1.0
H -10.15971 1.03710 0.46062 1.2 0.9 -0.2
H -9.34616 2.59962 -0.17563 0.1 -1.5 0.5
H -8.77652 3.00942 2.06353 0.1 -1.8 -0.1
H -7.42896 1.79142 1.79877 -1.7 0.2 -0.1
H -8.87092 -0.20772 2.72167 -0.6 1.8 0.0
H -8.80675 1.17927 3.94240 -0.5 -0.5 -1.5
H -10.32519 1.01888 2.92006 1.7 -0.5 -0.1
H 2.46594 1.67605 -1.59532 0.8 -1.1 1.2
H 2.87006 1.18284 0.15874 -0.1 -0.5 -1.3
H 5.02181 -0.09992 -0.78786 -0.7 1.1 -0.6
H 4.58659 0.60273 -2.46474 -0.2 0.0 1.9
H 5.66517 1.24052 2.80959 -0.5 -0.4 -1.6
H 5.64573 -0.13815 1.59578 -0.7 1.2 0.3
H 4.10450 0.86365 1.92220 1.5 0.0 -0.4
H 4.48950 4.25972 0.83879 1.2 -0.4 0.7
H 6.27345 4.66922 0.71869 -1.1 -1.1 0.9
H 5.60343 3.95471 2.32760 -0.1 0.0 -1.6
H 8.26192 1.50595 1.13964 -0.7 0.5 -1.4
H 8.25817 3.01326 0.06923 -0.9 -1.5 0.2
H 7.92011 1.36236 -0.73478 0.0 0.9 1.8
H 1.69265 -3.89659 -0.35493 0.6 1.0 1.0
H 3.13155 -4.05193 0.77307 -1.3 0.9 -0.4
H 0.86562 -2.40724 2.13170 0.6 -1.4 -0.8
H 0.32977 -4.08883 1.63608 1.5 0.9 0.1
H 2.81079 -4.80780 2.89401 -1.1 1.1 0.5
H 1.20468 -4.36018 3.84512 1.5 0.2 -0.9
H 2.49307 -3.07050 3.64089 -0.2 -1.7 -0.7
H 0.96364 1.43404 1.13738 -1.3 -1.3 -0.1
H -0.89515 1.85212 2.92242 -0.3 -1.5 -1.1
H -2.96794 0.20146 3.20485 1.1 -0.6 -1.4
H -3.12092 -2.00052 1.51714 1.2 1.2 -0.1
H -1.17001 -2.42879 -0.29977 -0.1 1.4 1.1
O 4.23167 0.73850 7.05807 -0.4 -0.5 0.6
C 3.61398 -0.28698 7.19108 0.7 0.7 -0.4
O 3.25676 -0.80892 8.39718 0.2 0.4 -0.1
C 2.63270 -2.08286 8.19701 -0.2 -0.4 0.2
C 2.13769 -2.06330 6.77032 -0.4 -0.4 -0.4
C 3.16704 -1.19546 6.07782 -0.5 -0.1 0.0
H 3.37687 -2.86667 8.36830 0.0 0.1 0.0
H 1.81690 -2.20841 8.91119 0.2 0.1 0.1
H 2.03944 -3.05927 6.33532 0.0 0.1 0.1
H 1.15804 -1.57725 6.72451 0.1 -0.1 0.0
H 4.02255 -1.77829 5.72800 0.0 0.1 -0.1
H 2.72795 -0.62620 5.25856 0.4 0.0 0.0
O 10.10100 -0.81802 -3.07883 -0.2 0.8 0.1
C 9.79259 0.23358 -3.57605 0.0 -1.1 0.3
O 9.20486 1.25489 -2.89493 0.3 -0.4 -0.1
C 8.87610 2.30721 -3.80900 -0.3 0.5 0.0
C 9.78700 2.10230 -4.99689 0.2 0.3 -0.5
C 9.95036 0.59812 -5.02750 0.2 0.4 -0.2
H 7.81871 2.21948 -4.07544 0.1 0.0 0.1
H 9.04089 3.27404 -3.33031 -0.1 -0.2 0.2
H 9.38742 2.51962 -5.92287 0.0 0.0 0.1
H 10.75703 2.57276 -4.80600 -0.1 0.0 0.0
H 9.15901 0.11380 -5.60436 0.1 -0.1 0.1
H 10.93223 0.30765 -5.40077 -0.2 -0.3 0.0
O -0.05857 4.23755 0.37860 0.6 -0.2 0.6
C 0.46617 4.39931 1.44808 -0.8 -0.2 -1.0
O 1.25484 3.47174 2.05911 -0.1 0.4 -0.2
C 1.62200 3.94414 3.35989 0.3 -0.2 0.4
C 1.46526 5.44562 3.29754 0.2 0.5 0.4
C 0.31880 5.61435 2.32360 0.4 0.3 0.3
H 0.95592 3.48654 4.09794 0.0 0.0 0.0
H 2.64954 3.64962 3.58067 -0.1 -0.2 -0.2
H 1.28320 5.90034 4.27303 0.1 -0.1 0.0
H 2.37126 5.89591 2.87940 -0.1 -0.1 0.1
H -0.65108 5.57628 2.82538 0.0 0.0 -0.1
H 0.41623 6.53103 1.74231 -0.3 -0.2 -0.1
O -7.45328 0.02697 -5.31599 0.6 -0.5 -0.2
C -6.72873 -0.64303 -6.00496 -0.6 0.8 0.4
O -5.42778 -0.90725 -5.70776 -0.5 0.1 0.1
C -4.83143 -1.63537 -6.78634 0.5 -0.2 -0.1
C -5.98674 -2.27591 -7.52025 -0.1 -0.5 -0.4
C -7.09808 -1.26647 -7.32394 0.1 -0.5 -0.2
H -4.27630 -0.93360 -7.41591 0.0 0.0 0.1
H -4.13749 -2.37776 -6.38864 0.0 0.3 0.1
H -5.76660 -2.48852 -8.56792 0.1 0.0 0.1
H -6.25757 -3.21888 -7.03461 0.1 0.1 -0.1
H -7.08929 -0.49500 -8.09756 -0.1 0.0 0.1
H -8.07436 -1.74791 -7.27100 0.0 0.4 0.0
O -0.75022 -5.68560 5.96659 -0.1 0.5 -0.6
C -1.38060 -5.50523 4.95539 0.3 0.0 0.9
O -1.39428 -4.33359 4.26670 0.2 -0.4 0.4
C -2.32693 -4.42919 3.18316 -0.2 0.3 -0.5
C -2.48028 -5.90876 2.92033 -0.2 -0.4 -0.4
C -2.29299 -6.50616 4.29867 0.0 -0.2 -0.5
H -3.26757 -3.96170 3.49025 0.1 0.0 0.0
H -1.93628 -3.89822 2.31369 0.1 0.1 0.3
H -3.43345 -6.16704 2.45548 0.1 0.1 0.0
H -1.67851 -6.25298 2.25914 -0.1 0.1 0.0
H -3.23250 -6.55048 4.85485 0.1 -0.1 0.1
H -1.82673 -7.49016 4.25086 -0.1 0.1 0.4
```
Positions in Å, forces in eV/Å.

Summary:
Net charge   -1
HOMO-LUMO gap   0.2516 hartree
E_tot   -3128.36234 Eh

Results of the Löwdin charge analysis, in e, for atoms 1 through 2: C -0.14; C -0.31